# 1
5
Properties=species:S:1:pos:R:3:forces:R:3 method="wB97M-V/def2-TZVPD" gap_ev=7.4 relative_energy_kj_mol=154.2
S 0.76879 0.49967 1.34292 -1.5 0.2 -0.3
N -0.47930 1.02018 0.55349 0.7 0.2 0.5
Cl -2.10175 0.35878 0.81092 0.8 -0.1 0.2
Cl 0.63801 -0.47554 -1.81957 1.3 -2.3 1.6
H 1.17426 -1.40309 -0.88776 -1.2 2.0 -2.1

***

# 2
5
Properties=species:S:1:pos:R:3:forces:R:3 method="wB97M-V/def2-TZVPD" total_charge=-1 gap_ev="6.7 / 6.7" relative_energy_kj_mol=572.3
O 1.13596 1.75602 0.51342 -0.7 5.2 0.4
O -1.92655 -1.29555 -0.23236 -3.8 -5.9 -7.5
P 1.41435 0.38217 0.41612 -0.5 -5.4 -0.6
Cl 0.75974 -0.35213 -1.47729 0.6 0.1 -0.2
Cl -1.38350 -0.49050 0.78011 4.5 6.1 7.9